ORCA calculation (ωB97M-V/def2-TZVPD) on the ion C3H4N2O3P with charge -1.

## Properties
SMILES string = [H]/N=C([O-])/N=C\CP(=O)=O
gap between HOMO and LUMO = 9.0 eV
charge = -1
E = -793.407133 hartree
ΔE to the lowest compared entry with this formula, charge and spin = 28.5 kcal/mol
strongest force on any atom = 4.35 eV/Å
HOMO energy = -5.20 eV

Cartesian coordinates (Å):
H  -2.28  0.70  -1.61
N  -2.13  0.62  -0.62
C  -1.23  1.45  -0.16
O  -0.96  2.57  -0.51
N  -0.95  1.03  1.13
C  -0.12  0.09  1.27
C  0.68  -0.48  0.19
P  -0.67  -1.35  -0.72
O  -0.47  -1.57  -2.20
O  -1.40  -2.26  0.20
H  -0.27  -0.49  2.18
H  1.14  0.34  -0.37
H  1.43  -1.19  0.58

These are the Löwdin partial charges, in e, on atoms 1 to 5: atom 1 (H): 0.040, atom 2 (N): 0.082, atom 3 (C): -0.833, atom 4 (O): 0.006, atom 5 (N): 0.114